Record 1
Computed, not measured: a molecular structure, C42H50BCl3F4N9O2S2Ti in a non-equilibrium geometry, with ωB97M-V with the def2-TZVPD basis set.

- molar mass (u) = 1018.087
- charge = +1
- 2S+1 = 3
- energy (Ha) = -5724.5954
- largest force on an atom (eV/A) = 3.0

Each line ends with the Mulliken spin population.
Atoms and positions in Å:
Ti (0.15, 0.33, 1.49)  1.177
C (-2.87, 2.28, 4.23)  0.018
C (-3.41, 3.26, 3.42)  0.025
C (-2.83, 3.41, 2.16)  0.018
C (-1.82, 2.58, 1.75)  0.004
N (-1.24, 1.69, 2.61)  0.022
C (-1.81, 1.52, 3.82)  0.037
C (-1.29, 2.57, 0.38)  0.239
C (-1.44, 3.57, -0.55)  -0.127
C (-0.89, 3.39, -1.87)  0.268
C (-0.24, 2.21, -2.21)  -0.142
C (-0.16, 1.19, -1.26)  0.241
N (-0.56, 1.43, 0.02)  0.093
C (0.46, -0.12, -1.52)  -0.001
C (0.64, -0.64, -2.81)  0.046
C (1.35, -1.83, -2.97)  0.009
C (1.83, -2.48, -1.85)  0.029
C (1.52, -1.99, -0.61)  0.024
N (0.96, -0.80, -0.41)  0.033
H (-3.39, 2.17, 5.16)  0.000
H (-4.27, 3.77, 3.79)  0.001
H (-3.31, 4.11, 1.46)  -0.001
H (-1.19, 0.92, 4.53)  0.002
H (-1.91, 4.52, -0.31)  -0.009
H (-1.17, 4.09, -2.66)  0.016
H (0.10, 2.06, -3.22)  -0.013
H (0.21, -0.12, -3.63)  0.002
H (1.61, -2.21, -3.99)  0.000
H (2.39, -3.40, -1.91)  0.002
H (1.60, -2.65, 0.29)  0.004
C (-1.80, -4.02, 0.80)  0.001
N (-2.45, -3.13, 1.79)  0.004
C (-2.11, -1.88, 2.15)  -0.003
N (-2.80, -1.26, 3.12)  0.004
O (-1.21, -1.21, 1.50)  -0.034
H (-1.92, -5.04, 1.10)  0.000
H (-0.70, -3.77, 0.85)  0.001
H (-2.12, -3.82, -0.21)  -0.001
H (-3.21, -3.51, 2.35)  -0.001
H (-3.35, -1.82, 3.78)  0.001
H (-2.48, -0.32, 3.32)  -0.005
Cl (9.24, 6.77, 3.81)  0.000
C (8.43, 5.41, 3.27)  0.000
C (7.04, 5.59, 3.03)  0.000
C (6.31, 4.53, 2.48)  0.000
C (6.93, 3.26, 2.09)  0.000
C (6.23, 2.14, 1.47)  0.000
C (5.39, 1.30, 2.44)  -0.001
N (3.98, 1.58, 2.50)  -0.001
C (3.30, 2.32, 3.50)  -0.013
C (2.00, 2.35, 3.17)  0.023
N (1.85, 1.69, 1.90)  0.012
C (3.04, 1.32, 1.51)  -0.001
O (5.32, 2.48, 0.27)  -0.001
C (5.65, 3.53, -0.58)  0.000
C (6.81, 3.28, -1.61)  0.000
C (6.87, 3.92, -2.79)  0.000
Cl (6.04, 5.34, -3.30)  0.000
S (8.21, 3.35, -3.76)  0.000
C (8.80, 2.37, -2.53)  0.000
C (7.98, 2.44, -1.44)  0.000
C (8.30, 3.11, 2.31)  0.000
Cl (9.14, 1.64, 2.08)  0.000
C (9.05, 4.19, 2.89)  0.000
H (6.46, 6.45, 3.43)  0.000
H (5.24, 4.64, 2.19)  0.000
H (6.98, 1.47, 1.04)  0.001
H (5.77, 1.33, 3.46)  0.000
H (5.47, 0.29, 2.01)  0.001
H (3.71, 2.72, 4.41)  0.000
H (1.17, 2.80, 3.68)  0.000
H (3.22, 0.76, 0.63)  -0.012
H (5.87, 4.42, 0.01)  0.000
H (4.78, 3.72, -1.18)  0.000
H (9.70, 1.73, -2.57)  0.000
H (8.10, 1.80, -0.58)  0.000
H (10.06, 4.00, 3.20)  0.000
C (-8.92, -0.20, -0.84)  0.000
C (-8.34, -1.20, -1.83)  0.000
C (-6.83, -1.17, -1.76)  0.000
C (-6.17, -1.54, -3.04)  0.000
N (-4.70, -1.65, -2.92)  0.000
C (-3.93, -2.33, -3.80)  0.000
S (-2.88, -1.59, -4.92)  0.000
N (-4.14, -3.65, -3.87)  0.000
C (-4.90, -4.52, -2.89)  0.000
C (-5.33, -5.84, -3.49)  0.000
C (-4.31, -6.99, -3.55)  0.000
C (-3.42, -7.37, -2.35)  0.000
H (-9.98, 0.00, -1.03)  0.000
H (-8.35, 0.74, -0.91)  0.000
H (-8.76, -0.53, 0.20)  0.000
H (-8.78, -0.95, -2.83)  0.000
H (-8.76, -2.18, -1.59)  0.000
H (-6.50, -1.85, -0.95)  0.000
H (-6.52, -0.22, -1.38)  0.000
H (-6.28, -0.75, -3.80)  0.000
H (-6.63, -2.46, -3.36)  0.000
H (-4.38, -0.66, -2.81)  0.000
H (-3.67, -4.09, -4.71)  0.000
H (-5.80, -3.94, -2.59)  0.000
H (-4.23, -4.59, -2.03)  0.000
H (-5.71, -5.62, -4.51)  0.000
H (-6.23, -6.12, -2.95)  0.000
H (-3.73, -6.92, -4.50)  0.000
H (-4.88, -7.91, -3.80)  0.000
H (-2.80, -6.53, -1.99)  0.000
H (-2.72, -8.17, -2.54)  0.000
H (-3.97, -7.68, -1.45)  0.000
F (0.48, 0.00, 3.61)  0.005
B (1.09, -1.43, 3.74)  0.000
F (1.45, -1.48, 2.33)  0.005
F (0.13, -2.32, 4.14)  0.000
F (2.09, -1.37, 4.64)  0.000

***

Record 2
Computed, not measured: 2 unconnected molecules or ions with the total composition C11H25BrClO10P4, with ωB97M-V with the def2-TZVPD basis set.

- molar mass (u) = 556.564
- charge = -1
- energy (Ha) = -5586.4133
- largest force on an atom (eV/A) = 0.8

Each line ends with the Mulliken charge.
Atoms and positions in Å:
C (1.24, -1.75, 4.10)  -1.115
C (1.48, -1.69, 2.62)  0.714
O (1.02, -0.86, 1.89)  -0.433
O (2.27, -2.70, 2.16)  -0.372
C (3.26, -2.34, 1.19)  -0.620
C (2.97, -2.99, -0.15)  -0.885
C (1.59, -2.59, -0.67)  0.170
C (1.40, -2.87, -2.17)  -0.799
C (-0.07, -2.94, -2.61)  -0.933
C (-0.62, -1.60, -3.12)  -0.986
C (-0.35, -0.48, -2.12)  0.416
C (-1.18, 0.78, -2.32)  -1.238
P (-1.41, 1.68, -0.72)  0.125
P (-3.03, 0.00, -0.23)  0.156
O (-3.16, 0.24, 1.40)  -0.401
Cl (-4.80, 0.78, -1.00)  -0.291
P (0.43, 3.18, -1.09)  0.164
O (1.48, 2.10, -1.84)  -0.516
Br (-0.27, 4.22, -2.93)  -0.268
P (-2.75, 3.45, -0.30)  0.851
O (-3.52, 3.82, -1.49)  -0.585
O (-1.70, 4.49, 0.26)  -0.452
O (-3.64, 3.08, 0.97)  -0.454
H (0.94, -0.76, 4.44)  0.339
H (0.44, -2.46, 4.31)  0.277
H (2.13, -2.08, 4.63)  0.323
H (3.28, -1.25, 1.08)  0.362
H (4.22, -2.67, 1.58)  0.413
H (3.01, -4.08, -0.03)  0.348
H (3.74, -2.69, -0.87)  0.315
H (0.84, -3.14, -0.10)  0.229
H (1.49, -1.52, -0.49)  0.041
H (1.95, -2.12, -2.75)  0.396
H (1.87, -3.83, -2.39)  0.450
H (-0.14, -3.68, -3.41)  0.366
H (-0.68, -3.28, -1.77)  0.397
H (-1.70, -1.70, -3.28)  0.393
H (-0.17, -1.37, -4.09)  0.285
H (0.71, -0.22, -2.15)  0.218
H (-0.53, -0.89, -1.12)  0.097
H (-0.77, 1.45, -3.08)  0.567
H (-2.19, 0.50, -2.66)  0.546
H (-0.68, 1.22, 0.40)  0.011
H (-3.93, -0.23, 1.74)  0.323
H (1.96, 1.62, -1.15)  0.321
H (-2.01, 4.95, 1.06)  0.349
H (-3.15, 3.19, 1.80)  0.363
C (-0.50, 3.72, 3.54)  0.706
O (-1.53, 4.34, 3.17)  -0.828
O (0.71, 4.24, 3.00)  -0.487
O (-0.37, 2.75, 4.28)  -0.675
H (0.41, 4.97, 2.45)  0.304

***

Record 3
Computed, not measured: a molecular structure, C24H30NO5SZr in a non-equilibrium geometry, with ωB97M-V with the def2-TZVPD basis set.

- molar mass (u) = 535.797
- charge = -1
- energy (Ha) = -1808.7192
- largest force on an atom (eV/A) = 2.5

Each line ends with the Mulliken charge.
Atoms and positions in Å:
C (2.33, 1.14, -2.09)  3.342
C (0.86, 1.11, -1.66)  -1.574
C (3.19, 0.75, -0.85)  -1.481
C (2.23, 0.83, 0.34)  -0.270
H (3.95, 1.53, -0.78)  0.427
H (3.70, -0.21, -1.02)  0.315
C (0.92, 1.47, -0.15)  0.347
H (0.49, 0.09, -1.81)  0.325
H (0.25, 1.79, -2.28)  0.567
C (-0.16, 0.86, 0.73)  -1.178
H (0.94, 2.57, -0.09)  0.654
H (2.68, 1.48, 1.10)  0.695
C (1.75, -0.50, 1.03)  1.231
C (2.59, 0.24, -3.26)  -0.263
C (2.81, 2.54, -2.53)  -0.474
O (3.91, 2.99, -2.23)  -0.666
O (1.93, -0.77, -3.50)  -0.627
O (3.58, 0.67, -4.05)  -0.290
O (2.01, 3.26, -3.33)  -0.332
C (2.68, 4.47, -3.69)  -0.779
H (2.00, 5.00, -4.36)  0.251
H (3.63, 4.21, -4.18)  0.317
H (2.90, 5.06, -2.78)  0.315
C (3.70, -0.08, -5.27)  -0.752
H (3.67, -1.17, -5.08)  0.298
H (4.66, 0.22, -5.72)  0.238
H (2.86, 0.19, -5.93)  0.324
O (0.23, -0.51, 0.96)  -0.214
H (-1.18, 0.88, 0.32)  0.247
H (-0.14, 1.33, 1.73)  0.351
C (2.10, -0.49, 2.53)  -1.677
C (2.21, -1.77, 0.32)  -2.155
H (3.31, -1.80, 0.34)  0.494
H (1.88, -1.81, -0.73)  0.274
H (1.84, -2.66, 0.83)  0.462
H (1.70, -1.40, 3.00)  0.329
H (1.69, 0.38, 3.06)  0.368
H (3.20, -0.48, 2.65)  0.418
Zr (-2.53, -1.26, 2.16)  0.413
C (-3.74, -0.13, 3.95)  -0.565
C (-2.70, 0.78, 3.57)  -0.715
C (-2.97, 1.21, 2.23)  -0.568
H (-1.94, 1.17, 4.26)  0.435
C (-4.15, 0.54, 1.77)  -0.322
C (-4.61, -0.32, 2.82)  -0.705
H (-5.53, -0.89, 2.81)  0.456
H (-3.90, -0.50, 4.96)  0.508
H (-2.46, 2.00, 1.68)  0.708
H (-4.67, 0.77, 0.84)  0.427
C (-2.44, -3.47, 1.08)  -0.758
C (-3.83, -3.12, 1.15)  -0.471
C (-4.03, -1.92, 0.42)  -0.845
H (-4.64, -3.70, 1.58)  0.690
C (-2.76, -1.53, -0.16)  -0.345
C (-1.77, -2.49, 0.27)  -0.418
H (-0.75, -2.55, -0.08)  0.380
H (-1.98, -4.39, 1.45)  0.374
H (-5.01, -1.50, 0.21)  0.533
H (-2.63, -0.78, -0.94)  0.470
S (-3.12, -2.94, 4.06)  -0.399
C (-4.78, -3.11, 4.10)  0.635
N (-5.94, -3.31, 4.22)  -0.773

***

Record 4
Computed, not measured: 2 unconnected molecules or ions with the total composition C2H5NO3 in a non-equilibrium geometry, with ωB97M-V with the def2-TZVPD basis set.

- molar mass (u) = 91.066
- charge = -2
- energy relative to the best compared isomer or geometry (same formula, charge and spin) (kcal per mole) = 0.0
- energy (Ha) = -359.4686
- largest force on an atom (eV/A) = 5.3

Each line ends with the Mulliken charge.
Atoms and positions in Å:
C (0.03, -0.68, 1.56)  -1.359
C (-0.04, 0.69, 1.08)  1.142
N (0.68, 1.62, 2.02)  -0.174
O (1.28, 2.57, 1.36)  -0.397
O (-1.29, 1.19, 1.01)  -0.849
O (0.62, 0.75, -0.31)  -0.583
H (0.03, -0.57, 2.61)  0.336
H (0.97, -1.07, 1.23)  0.325
H (-0.89, -1.11, 1.22)  0.301
H (-2.25, -4.99, -11.24)  -1.000
H (0.84, 1.60, -0.54)  0.259

***

Record 5
Computed, not measured: a molecular structure, C23H45As3IN2W in a non-equilibrium geometry, with ωB97M-V with the def2-TZVPD basis set.

- molar mass (u) = 885.137
- charge = +3
- energy relative to the best compared isomer or geometry (same formula, charge and spin) (kcal per mole) = 19.7
- energy (Ha) = -8084.0296
- largest force on an atom (eV/A) = 2.9

Each line ends with the Mulliken charge.
Atoms and positions in Å:
W (-0.89, 0.10, -1.47)  -0.332
C (-0.21, 3.44, -2.37)  -1.638
C (-1.16, 2.32, -2.07)  0.782
C (-1.66, 1.52, -3.16)  -0.191
C (-2.76, 0.67, -3.00)  0.005
C (-3.46, 0.08, -4.18)  -1.452
C (-3.14, 0.34, -1.67)  0.098
C (-2.75, 1.22, -0.57)  0.633
C (-3.54, 1.19, 0.70)  -1.489
C (-1.80, 2.22, -0.82)  -0.952
H (0.66, 3.10, -2.93)  0.229
H (0.13, 3.94, -1.46)  0.386
H (-0.72, 4.19, -2.98)  0.424
H (-1.33, 1.76, -4.17)  0.749
H (-2.79, -0.52, -4.80)  0.373
H (-3.82, 0.90, -4.82)  0.390
H (-4.31, -0.53, -3.89)  0.406
H (-4.00, -0.29, -1.53)  0.729
H (-3.77, 0.18, 1.03)  0.269
H (-4.50, 1.69, 0.51)  0.435
H (-3.05, 1.73, 1.50)  0.404
H (-1.59, 2.96, -0.06)  0.542
C (2.61, -0.58, 0.20)  -1.185
As (0.96, 0.47, 0.29)  0.988
C (1.80, 2.23, 0.25)  -1.386
C (0.38, 0.51, 2.17)  -0.930
C (-0.09, -0.76, 2.88)  2.575
C (0.99, -1.84, 2.84)  -1.451
C (-1.40, -1.30, 2.26)  -1.864
As (-1.52, -1.72, 0.32)  1.170
C (-3.29, -2.54, 0.30)  -1.429
C (-0.53, -3.41, 0.21)  -1.373
C (-0.43, -0.39, 4.33)  -2.135
As (0.93, 0.19, 5.71)  0.356
C (2.49, 0.88, 4.72)  -1.022
C (1.69, -1.55, 6.20)  -1.078
H (2.46, -1.65, 0.20)  0.345
H (3.24, -0.29, 1.04)  0.432
H (3.12, -0.29, -0.73)  0.479
H (2.54, 2.25, 1.05)  0.589
H (1.08, 3.03, 0.40)  0.326
H (2.32, 2.37, -0.70)  0.421
H (-0.43, 1.25, 2.20)  0.338
H (1.22, 0.93, 2.72)  -0.028
H (1.09, -2.26, 1.84)  -0.130
H (0.75, -2.66, 3.52)  0.524
H (1.95, -1.43, 3.14)  0.046
H (-2.22, -0.61, 2.48)  0.598
H (-1.66, -2.25, 2.74)  0.701
H (-3.27, -3.34, 1.04)  0.534
H (-3.46, -2.98, -0.68)  0.419
H (-4.11, -1.86, 0.54)  0.393
H (-0.55, -3.89, 1.19)  0.475
H (0.49, -3.29, -0.13)  0.336
H (-1.05, -4.05, -0.50)  0.565
H (-0.90, -1.25, 4.81)  0.644
H (-1.18, 0.41, 4.34)  0.491
H (2.28, 1.84, 4.26)  0.310
H (2.87, 0.17, 3.98)  0.187
H (3.26, 1.03, 5.47)  0.439
H (0.89, -2.24, 6.48)  0.335
H (2.33, -1.40, 7.06)  0.392
H (2.29, -1.97, 5.39)  0.298
C (3.44, 1.58, -4.70)  -0.898
N (2.62, 0.41, -4.34)  0.032
C (2.85, -0.83, -5.12)  -0.895
C (1.73, 0.42, -3.42)  0.230
N (0.92, 0.44, -2.58)  0.091
H (4.50, 1.32, -4.60)  0.350
H (3.22, 2.43, -4.07)  0.319
H (3.25, 1.84, -5.74)  0.355
H (3.89, -1.13, -5.01)  0.347
H (2.64, -0.63, -6.17)  0.344
H (2.20, -1.63, -4.77)  0.278
I (-0.74, -2.18, -3.01)  -0.052

***

Record 6
Computed, not measured: a molecular structure, C3H3O2Rb in a non-equilibrium geometry, with ωB97M-V with the def2-TZVPD basis set.

- molar mass (u) = 156.523
- charge = -1
- 2S+1 = 2
- energy relative to the best compared isomer or geometry (same formula, charge and spin) (kcal per mole) = 0.0
- energy (Ha) = -290.4585
- largest force on an atom (eV/A) = 1.4

Each line ends with the Mulliken spin population.
Atoms and positions in Å:
C (-0.82, -1.40, 0.19)  0.006
C (-1.83, -0.56, 0.00)  0.072
O (-1.55, 0.91, 0.13)  0.064
C (-0.51, 1.44, -0.32)  0.868
Rb (2.43, -1.00, 1.09)  0.015
H (-1.12, -2.38, -0.20)  0.001
H (-2.83, -0.66, -0.42)  -0.027
O (3.02, 1.59, 0.17)  0.000
H (3.21, 2.06, -0.64)  0.000

***

Record 7
Computed, not measured: a single C3H3NO molecule in a non-equilibrium geometry, with ωB97M-V with the def2-TZVPD basis set.

- molar mass (u) = 69.063
- charge = 0
- energy relative to the best compared isomer or geometry (same formula, charge and spin) (kcal per mole) = 113.4
- energy (Ha) = -245.9109
- largest force on an atom (eV/A) = 5.4
- SMILES = N=C=C1CO1

Each line ends with the Mulliken charge.
Atoms and positions in Å:
C (0.69, -0.67, -0.58)  0.208
C (-0.49, -0.39, 0.57)  0.024
C (-0.94, 0.95, 0.60)  -0.357
N (1.48, -1.06, -1.44)  -0.350
O (-0.18, 0.35, 1.66)  -0.302
H (-0.32, 1.65, 0.11)  0.253
H (-2.01, 1.23, 0.73)  0.215
H (1.77, -2.06, -1.65)  0.308

***

Record 8
Computed, not measured: 2 unconnected molecules or ions with the total composition C2H3F2N in a non-equilibrium geometry, with ωB97M-V with the def2-TZVPD basis set.

- molar mass (u) = 79.049
- charge = 0
- energy relative to the best compared isomer or geometry (same formula, charge and spin) (kcal per mole) = 28.5
- energy (Ha) = -332.4125
- largest force on an atom (eV/A) = 2.5
- SMILES = N#CF.CF

Each line ends with the Mulliken charge.
Atoms and positions in Å:
C (-1.63, -0.58, 2.84)  0.443
C (-0.87, -0.64, -1.56)  -0.251
N (-2.27, 0.01, 2.11)  -0.271
F (-0.91, -1.31, 3.63)  -0.166
F (-0.08, 0.01, -0.62)  -0.275
H (-0.86, -0.19, -2.59)  0.191
H (-0.41, -1.59, -1.56)  0.175
H (-1.83, -0.64, -0.99)  0.153